[1]
Formula: C2H4N4O
Source: the OMol25 dataset
Level of theory: ωB97M-V/def2-TZVPD

Last column: natural (NBO) charge in e.
Geometry (Å):
C1 0.657 0.558 0.028  0.6143
C2 -0.359 -0.490 0.201  -0.3786
H1 2.625 0.700 -0.511  0.3991
H2 2.227 -1.024 -0.684  0.3097
H3 0.254 -1.464 -0.184  0.2436
H4 -0.636 -0.819 1.218  0.2578
N1 1.994 0.005 0.445  -0.7711
N2 -1.592 -0.533 -0.549  -0.2803
N3 -2.422 0.332 -0.179  0.1927
N4 -3.348 0.897 0.448  -0.0520
O1 0.600 1.838 -0.232  -0.5351

## Properties
E_HOMO: -9.93 eV
E: -372.5999 Ha
ΔE to the lowest compared entry with this formula, charge and spin: 188.5 kcal/mol
frontier orbital gap: 9.02 eV

=====

[2]
Formula: C2H4N4O
Source: the OMol25 dataset
Level of theory: ωB97M-V/def2-TZVPD

Last column: natural (NBO) charge in e.
Geometry (Å):
C1 0.070 3.005 0.980  0.1979
C2 0.073 1.615 0.655  -0.2606
N1 0.112 4.111 1.274  -0.3150
N2 0.051 -1.465 -0.716  0.2102
N3 1.008 0.799 0.868  -0.3439
N4 -1.172 -1.263 -0.817  -0.4387
O1 0.760 -2.275 -1.309  -0.4248
H1 -0.831 1.239 0.177  0.2709
H2 0.517 -0.822 -0.026  0.3481
H3 1.839 1.180 1.319  0.4052
H4 -1.610 -1.893 -1.497  0.3506

## Properties
multiplicity: 3
E_HOMO (alpha / beta): -7.43 / -11.03 eV
E: -372.5933 Ha
⟨S²⟩: 2.01
ΔE to the lowest compared entry with this formula, charge and spin: 45.3 kcal/mol
frontier orbital gap (alpha / beta): 7.61 / 6.36 eV

=====

[3]
Formula: C2H4N4O2
Source: the OMol25 dataset
Level of theory: ωB97M-V/def2-TZVPD

Last column: natural (NBO) charge in e.
Geometry (Å):
H1 -0.502 2.386 0.004  0.3632
N1 0.339 1.816 -0.007  -0.6525
C1 0.180 0.615 -0.238  0.4956
N2 -0.941 -0.174 -0.384  -0.1940
O1 -2.046 0.237 0.408  -0.5532
C2 -0.482 -1.471 0.055  0.1902
N3 0.764 -1.572 0.031  -0.2591
N4 1.264 -0.336 -0.394  -0.0442
O2 2.327 0.175 0.461  -0.5337
H2 -2.805 0.353 -0.189  0.4812
H3 -1.251 -2.218 0.433  0.2243
H4 3.153 0.191 -0.181  0.4823

## Properties
E_HOMO: -9.41 eV
E: -447.9535 Ha
ΔE to the lowest compared entry with this formula, charge and spin: 93.4 kcal/mol
frontier orbital gap: 9.90 eV

=====

[4]
Formula: C2H4N4O2
Source: the OMol25 dataset
Level of theory: ωB97M-V/def2-TZVPD

Last column: natural (NBO) charge in e.
Geometry (Å):
N1 -2.643 -0.063 0.002  -0.8044
C1 -1.250 -0.089 -0.037  0.6113
N2 -0.513 -1.133 0.004  -0.3220
N3 0.741 -0.598 -0.159  -0.1418
N4 1.895 -1.322 0.158  -0.6266
C2 0.712 0.710 -0.033  0.8004
O1 1.569 1.576 0.043  -0.6222
O2 -0.592 1.075 -0.086  -0.4285
H1 -2.995 -1.083 -0.119  0.4001
H2 -2.834 0.259 0.915  0.3823
H3 2.533 -0.578 0.579  0.3847
H4 2.348 -1.715 -0.650  0.3666

## Properties
E_HOMO: -9.07 eV
E: -448.0798 Ha
ΔE to the lowest compared entry with this formula, charge and spin: 14.2 kcal/mol
frontier orbital gap: 9.72 eV

=====

> Number 1 is which compound?

C2H4N4O

=====

> E of number 2 (C2H4N4O)?

-372.5933 Ha

=====

> Among the records above, which one has the lowest E?

number 4